Entry 1:
This record from OMol25 describes 2 unconnected molecules or ions with the total composition C4H11N3O2 in a non-equilibrium geometry. The level of theory is ωB97M-V/def2-TZVPD.

ORCA input file:
```
! wB97M-V def2-TZVPD RIJCOSX def2/J DEFGRID3
* xyz 0 1
C -1.89180 0.14731 1.09258
C -0.99428 1.67010 -0.65554
N -2.10220 2.29885 -0.80300
N -0.75701 0.97331 0.54610
N 0.11319 1.60867 -1.58057
H 2.66279 0.06892 0.44029
H -2.13939 3.02518 -1.63911
H 0.13466 0.58230 0.91240
H 0.54396 0.83067 -1.91039
H 0.62504 2.43483 -1.80029
H -2.75920 0.14491 0.35164
H -2.09760 0.56406 2.13916
H -1.46595 -0.84126 1.48576
C 0.21539 -2.11999 -0.28140
C 1.44676 -1.76410 0.36747
O 1.84833 -0.36104 0.19838
O 2.05855 -2.41573 1.17309
H -0.55939 -1.52265 0.30096
H 0.16571 -3.20151 -0.19330
H 0.20006 -1.63702 -1.33522
*
```

**LUMO level**: 0.5 eV
**Structure (SMILES)**: [H]/N=C(\N)NC.CC(=O)O
**Energy relative to the best compared isomer or geometry (same formula, charge and spin)**: 296.2 kJ/mol

Entry 2:
This record from OMol25 describes a molecular structure, C4H11N3O2 in a non-equilibrium geometry. The level of theory is ωB97M-V/def2-TZVPD.

ORCA input file:
```
! wB97M-V def2-TZVPD RIJCOSX def2/J DEFGRID3
* xyz 0 1
C -1.43251 -1.63807 -1.19328
C 1.19386 -0.13562 0.13174
N 1.24169 -0.44487 1.47455
C 1.85095 -0.80060 -0.82190
O -1.10049 -0.96789 -0.01776
H 0.96296 -1.39298 1.68925
H 0.77640 0.14608 2.14901
H -1.12159 -1.13199 -2.11927
H -2.52048 -1.81365 -1.23383
H -0.93838 -2.62122 -1.21371
H 2.23543 -1.78410 -0.63807
H 1.97212 -0.40038 -1.81456
C -0.60125 2.23411 0.91651
N -1.57533 1.46115 0.83078
N 0.77513 1.30869 -0.15784
O 0.01347 3.08756 1.43097
H -1.41082 0.12667 0.20521
H -2.40980 1.47042 1.38209
H 0.58616 1.35342 -1.15040
H 1.50248 1.94327 0.15050
*
```

**LUMO level**: 0.6 eV
**Energy relative to the best compared isomer or geometry (same formula, charge and spin)**: 346.3 kJ/mol

Entry 3:
This record from OMol25 describes 2 unconnected molecules or ions with the total composition C4H11N3O2 in a non-equilibrium geometry. The level of theory is ωB97M-V/def2-TZVPD.

ORCA input file:
```
! wB97M-V def2-TZVPD RIJCOSX def2/J DEFGRID3
* xyz 0 1
C 0.37993 1.53060 1.90649
C 1.68697 0.71535 0.01238
N 0.56824 0.81631 0.66402
N 1.66836 0.41494 -1.41158
N 2.93336 0.91518 0.45730
H -1.55127 0.63104 0.05541
H 0.84795 2.48889 1.84932
H 0.55063 1.09071 2.83337
H 2.07746 -0.49211 -1.64395
H 0.77711 0.72836 -1.89219
H 3.17695 0.90278 1.39899
H 3.71954 0.69823 -0.16036
H -0.80451 1.64248 1.77409
C -2.73264 -2.21682 -1.07479
C -1.59461 -1.16165 -0.78683
O -2.24548 -0.21673 -0.08085
O -0.35343 -1.39611 -0.70896
H -2.26449 -3.06305 -1.59378
H -3.57847 -1.69355 -1.60921
H -3.26159 -2.33487 0.01111
*
```

**LUMO level**: 0.8 eV
**Structure (SMILES)**: CN=C(N)N.CC(=O)O
**Energy relative to the best compared isomer or geometry (same formula, charge and spin)**: 271.8 kJ/mol